(1)
# C4H11N3O2

2 unconnected molecules or ions with the total composition C4H11N3O2 at a distorted geometry (ωB97M-V/def2-TZVPD, OMol25).

Calculated values
Kohn-Sham gap (alpha / beta) (hartree): 0.35564 / 0.18090
HOMO energy (alpha / beta) (Eh): -0.48194 / -0.48192

Structure (ORCA input):
```
! wB97M-V def2-TZVPD RIJCOSX def2/J DEFGRID3
* xyz 1 2
O -0.33080 1.67171 -0.11631
O 1.69272 2.28205 -0.40801
N -1.47943 -1.85468 -0.48147
N -0.07115 -1.49563 1.53278
N 0.90274 -2.06244 -0.45742
C 0.66964 3.40198 1.41646
C -1.54127 -2.52208 -1.66867
C -0.25802 -1.76614 0.24577
C 0.67861 2.49264 0.18958
H 0.74733 4.44572 1.21290
H -2.14147 -1.30278 -0.09238
H -0.37462 3.58098 2.00236
H -2.56962 -2.30135 -2.16777
H -1.54797 -3.65075 -1.78389
H 1.67424 -2.29025 0.16789
H -0.83090 -1.19461 2.07567
H -0.57419 -2.35940 -2.27377
H 1.51552 2.98731 2.06861
H -0.25687 1.34674 -1.13976
H 0.70436 -2.64083 -1.13141
*
```

---

(2)
# C41H38GeN4O8Sr

A molecular structure, C41H38GeN4O8Sr at a distorted geometry (ωB97M-V/def2-TZVPD, OMol25).

Calculated values
Kohn-Sham gap (alpha / beta) (hartree): 0.24847 / 0.23417
HOMO energy (alpha / beta) (Eh): -0.17989 / -0.18043

Structure (ORCA input):
```
! wB97M-V def2-TZVPD RIJCOSX def2/J DEFGRID3
* xyz -1 2
Sr -1.73103 -0.45759 1.08596
Ge -1.31706 -1.85376 -2.11606
O 3.68560 -3.61898 3.84484
O -0.05588 -4.93000 0.27705
O -0.69631 0.29482 3.10708
O 0.82566 0.58446 4.77335
O 0.61879 0.57799 -0.15150
O -3.92807 0.31316 1.57941
O -1.27716 1.77644 -0.62812
O -1.16434 -2.93743 0.32960
N -3.47274 2.24666 2.75296
N -5.47120 1.95389 1.54262
N 0.27004 -2.03311 2.37569
N 1.32892 3.23089 1.53684
C 2.44046 -3.21043 3.45746
C -5.75194 3.38276 1.50098
C -1.69996 -4.14658 -7.31836
C 0.34103 -0.04304 3.82929
C 1.68663 -3.93862 2.50658
C -1.97927 -3.55778 -3.04383
C 2.03315 3.91128 6.30663
C 0.23102 3.65591 4.08090
C 4.48974 3.63686 3.33684
C 1.52640 3.64270 0.21248
C -0.91206 -3.14791 -6.68975
C 3.41654 -2.23983 -2.50915
C 0.99199 3.32814 -2.19437
C 1.99562 -2.01900 4.03607
C 0.87150 2.88961 -0.84495
C 2.31219 5.21069 -1.43233
C -4.31154 1.44077 1.95630
C 1.72609 3.69930 3.86922
C 0.85534 -1.44482 3.42146
C 2.81992 -1.03200 -2.84137
C -2.52612 -4.92836 -6.55089
C -1.01210 -2.89792 -5.32811
C 0.59730 -3.22696 1.92556
C 0.00236 1.66448 -0.51963
C -2.71314 -4.48503 -2.38100
C -0.23805 -3.79221 0.73481
C -3.52506 -5.46793 -3.03208
C 2.64417 3.81097 4.94070
C -3.49603 -5.62015 -4.39952
C 1.22950 -3.30289 -2.28134
C -1.89600 -3.67595 -4.47955
C 1.70174 4.48235 -2.45643
C 0.64212 -2.06564 -2.49998
C 4.00215 3.76096 4.64891
C -2.68172 -4.70098 -5.13753
C 3.61240 3.60281 2.27558
C 2.62968 -3.38238 -2.25889
C -1.95682 -0.50849 -3.44168
C 2.27662 4.77055 -0.12592
C 1.41613 -0.93784 -2.77925
C 2.21308 3.54991 2.55350
H -1.13060 -0.02046 -4.01740
H -0.28700 3.88433 3.13248
H -1.62387 -4.31842 -8.38856
H 1.91211 -4.91839 2.15639
H -5.83061 1.38854 0.77878
H 1.37143 4.78069 6.31675
H 0.77466 2.40032 1.67583
H 3.42452 -0.19091 -3.16221
H 3.07703 -4.33083 -2.01919
H -2.69087 -0.90914 -4.16486
H 2.84748 6.13887 -1.68842
H -4.04857 -6.36715 -4.94677
H -5.03368 3.91839 0.89553
H -0.06421 2.65137 4.46751
H 1.75721 4.85214 -3.48364
H -6.72486 3.48512 0.99643
H 4.47581 -2.36172 -2.56275
H 1.38973 3.05472 6.47131
H -3.93789 2.83630 3.43296
H -0.32649 -2.48915 -7.28111
H -0.04388 4.40284 4.86285
H 0.43571 2.73806 -2.93326
H 2.75784 3.97458 7.11925
H 2.50972 -1.54912 4.87642
H 5.57357 3.57566 3.17556
H -2.49171 0.26878 -2.87785
H 3.94971 3.54071 1.27541
H -3.10839 -5.73644 -6.97921
H 0.66315 -4.21456 -2.07605
H 0.96889 0.02782 -3.02729
H -4.14808 -6.05366 -2.38678
H -2.71069 -4.45054 -1.28172
H 2.79017 5.31983 0.65787
H 4.05939 -4.36606 3.31826
H -2.74728 1.71478 3.21159
H 4.70204 3.80367 5.48770
H -0.36278 -2.11413 -4.88979
H -5.74902 3.81842 2.50092
*
```